1.
Density functional theory data (wB97M-V/def2-TZVPD) for a cluster of 9 separate species, C30H59F2N3O37P2S8 in total at a distorted geometry.

Last columns: bonded neighbours and bond lengths (Å).
Cartesian coordinates (Å):
1 C 1.948 -4.843 7.096  C2 1.563, H27 1.124, H28 1.114, H29 1.119
2 C 3.413 -4.681 7.619  C1 1.563, C3 1.553, H30 1.125, H31 1.116
3 C 4.451 -4.128 6.606  C2 1.553, F4 1.423, C5 1.551, H32 1.121
4 F 4.749 -2.746 6.768  C3 1.423
5 C 4.154 -4.351 5.100  C3 1.551, C6 1.592, N21 1.476, H33 1.133
6 C 4.282 -5.814 4.485  C5 1.592, C7 1.557, N10 1.468, H34 1.118
7 C 3.798 -7.012 5.355  C6 1.557, O8 1.230, O9 1.283
8 O 4.515 -7.470 6.243  C7 1.230
9 O 2.646 -7.487 5.049  C7 1.283
10 N 3.617 -5.551 3.203  C6 1.468, P11 1.760, C14 1.440
11 P 4.592 -4.956 1.865  N10 1.760, O12 1.675, O13 1.678
12 O 6.219 -5.030 2.254  P11 1.675, H35 0.973
13 O 4.470 -6.052 0.599  P11 1.678, H36 0.978
14 C 2.558 -4.612 3.465  N10 1.440, N15 1.295, N21 1.410
15 N 1.402 -4.729 2.893  C14 1.295, O16 1.371, C17 1.478
16 O 1.244 -5.786 2.033  N15 1.371, H37 0.987
17 C 0.284 -3.813 3.199  N15 1.478, C18 1.577, H38 1.120, H39 1.116
18 C 0.206 -2.516 2.305  C17 1.577, C19 1.554, H40 1.116, H41 1.108
19 C 1.134 -2.547 1.059  C18 1.554, F20 1.420, H42 1.121, H43 1.110
20 F 0.559 -3.315 0.012  C19 1.420
21 N 3.019 -3.689 4.427  C5 1.476, C14 1.410, P22 1.745
22 P 3.091 -1.995 4.015  N21 1.745, C23 1.871, C25 1.860
23 C 4.703 -1.474 3.222  P22 1.871, C24 1.571, H44 1.112, H45 1.120
24 C 4.388 -0.799 1.839  C23 1.571, H46 1.116, H47 1.118, H48 1.112
25 C 2.558 -0.879 5.405  P22 1.860, C26 1.586, H49 1.113, H50 1.119
26 C 3.260 0.543 5.379  C25 1.586, H51 1.112, H52 1.119, H53 1.110
27 H 1.515 -3.842 6.822  C1 1.124
28 H 1.839 -5.487 6.193  C1 1.114
29 H 1.300 -5.301 7.884  C1 1.119
30 H 3.367 -3.943 8.466  C2 1.125
31 H 3.715 -5.643 8.098  C2 1.116
32 H 5.413 -4.667 6.808  C3 1.121
33 H 5.058 -3.861 4.624  C5 1.133
34 H 5.393 -5.938 4.492  C6 1.118
35 H 6.432 -4.413 2.976  O12 0.973
36 H 5.349 -6.447 0.428  O13 0.978
37 H 1.132 -6.553 2.644  O16 0.987
38 H 0.419 -3.516 4.270  C17 1.120
39 H -0.645 -4.428 3.159  C17 1.116
40 H -0.842 -2.429 1.934  C18 1.116
41 H 0.480 -1.633 2.917  C18 1.108
42 H 1.207 -1.492 0.689  C19 1.121
43 H 2.156 -2.938 1.249  C19 1.110
44 H 5.434 -2.302 3.095  C23 1.112
45 H 5.172 -0.697 3.879  C23 1.120
46 H 5.312 -0.438 1.327  C24 1.116
47 H 3.945 -1.574 1.167  C24 1.118
48 H 3.681 0.048 1.979  C24 1.112
49 H 2.679 -1.292 6.432  C25 1.113
50 H 1.465 -0.674 5.279  C25 1.119
51 H 3.098 1.023 4.389  C26 1.112
52 H 2.738 1.169 6.146  C26 1.119
53 H 4.325 0.461 5.680  C26 1.110
54 C -1.635 -3.543 -1.906  C55 1.516, O60 1.428, H61 1.091, H62 1.087
55 C -2.342 -4.542 -2.801  C54 1.516, O56 1.435, H63 1.088, H64 1.093
56 O -3.720 -4.145 -2.773  C55 1.435, S57 1.612
57 S -3.801 -2.543 -2.610  O56 1.612, O58 1.423, O59 1.421, O60 1.606
58 O -3.983 -1.964 -3.898  S57 1.423
59 O -4.650 -2.247 -1.509  S57 1.421
60 O -2.278 -2.294 -2.165  C54 1.428, S57 1.606
61 H -1.776 -3.784 -0.852  C54 1.091
62 H -0.572 -3.473 -2.120  C54 1.087
63 H -2.228 -5.566 -2.453  C55 1.088
64 H -1.989 -4.469 -3.833  C55 1.093
65 C -2.395 1.108 -1.107  C66 1.513, O71 1.437, H72 1.093, H73 1.089
66 C -2.161 2.583 -0.866  C65 1.513, O67 1.438, H74 1.077, H75 1.095
67 O -1.688 2.663 0.490  C66 1.438, S68 1.607
68 S -0.847 1.337 0.830  O67 1.607, O69 1.426, O70 1.422, O71 1.609
69 O 0.536 1.636 0.653  S68 1.426
70 O -1.361 0.769 2.028  S68 1.422
71 O -1.322 0.443 -0.420  C65 1.437, S68 1.609
72 H -3.339 0.778 -0.665  C65 1.093
73 H -2.385 0.856 -2.166  C65 1.089
74 H -3.057 3.168 -0.995  C66 1.077
75 H -1.376 2.971 -1.522  C66 1.095
76 C -5.106 6.987 1.348  C77 1.516, O82 1.430, H83 1.093, H84 1.088
77 C -5.171 5.848 2.347  C76 1.516, O78 1.431, H85 1.088, H86 1.093
78 O -4.324 4.834 1.799  C77 1.431, S79 1.612
79 S -3.117 5.531 0.990  O78 1.612, O80 1.420, O81 1.423, O82 1.612
80 O -1.977 5.584 1.835  S79 1.420
81 O -3.073 4.971 -0.318  S79 1.423
82 O -3.748 7.012 0.900  C76 1.430, S79 1.612
83 H -5.747 6.793 0.484  C76 1.093
84 H -5.378 7.942 1.792  C76 1.088
85 H -6.182 5.472 2.484  C77 1.088
86 H -4.759 6.146 3.315  C77 1.093
87 C 1.625 4.064 -0.649  C88 1.515, O93 1.434, H94 1.092, H95 1.085
88 C 1.028 5.402 -0.267  C87 1.515, O89 1.434, H96 1.088, H97 1.094
89 O 2.072 6.352 -0.515  C88 1.434, S90 1.612
90 S 2.959 5.849 -1.763  O89 1.612, O91 1.425, O92 1.420, O93 1.610
91 O 2.504 6.513 -2.939  S90 1.425
92 O 4.324 5.844 -1.371  S90 1.420
93 O 2.425 4.331 -1.809  C87 1.434, S90 1.610
94 H 2.280 3.682 0.137  C87 1.092
95 H 0.864 3.324 -0.875  C87 1.085
96 H 0.714 5.436 0.774  C88 1.088
97 H 0.180 5.656 -0.909  C88 1.094
98 C 0.756 4.515 -5.923  C99 1.513, O104 1.434, H105 1.093, H106 1.088
99 C 0.161 5.758 -5.298  C98 1.513, O100 1.438, H107 1.088, H108 1.092
100 O -1.191 5.390 -4.974  C99 1.438, S101 1.605
101 S -1.238 3.830 -4.596  O100 1.605, O102 1.429, O103 1.421, O104 1.609
102 O -1.197 3.707 -3.174  S101 1.429
103 O -2.242 3.204 -5.383  S101 1.421
104 O 0.208 3.423 -5.172  C98 1.434, S101 1.609
105 H 0.442 4.403 -6.964  C98 1.093
106 H 1.843 4.507 -5.870  C98 1.088
107 H 0.180 6.612 -5.971  C99 1.088
108 H 0.674 6.018 -4.369  C99 1.092
109 C 1.078 9.776 -9.258  C110 1.516, O115 1.431, H116 1.093, H117 1.088
110 C 1.978 10.547 -8.313  C109 1.516, O111 1.430, H118 1.088, H119 1.093
111 O 1.410 10.340 -7.017  C110 1.430, S112 1.611
112 S 0.739 8.876 -6.959  O111 1.611, O113 1.422, O114 1.419, O115 1.613
113 O 1.668 7.985 -6.356  S112 1.422
114 O -0.601 9.009 -6.508  S112 1.419
115 O 0.726 8.586 -8.546  C109 1.431, S112 1.613
116 H 0.161 10.329 -9.473  C109 1.093
117 H 1.578 9.526 -10.192  C109 1.088
118 H 2.018 11.608 -8.549  C110 1.088
119 H 2.992 10.138 -8.307  C110 1.093
120 C -5.166 0.149 -7.686  C121 1.516, O126 1.430, H127 1.093, H128 1.089
121 C -5.439 -1.103 -6.877  C120 1.516, O122 1.432, H129 1.088, H130 1.092
122 O -5.615 -2.138 -7.850  C121 1.432, S123 1.613
123 S -4.684 -1.825 -9.129  O122 1.613, O124 1.421, O125 1.420, O126 1.614
124 O -3.483 -2.576 -9.007  S123 1.421
125 O -5.495 -1.865 -10.295  S123 1.420
126 O -4.352 -0.285 -8.779  C120 1.430, S123 1.614
127 H -6.090 0.567 -8.095  C120 1.093
128 H -4.651 0.912 -7.106  C120 1.089
129 H -6.325 -1.009 -6.251  C121 1.088
130 H -4.582 -1.366 -6.254  C121 1.092
131 C -4.611 -6.268 3.114  C132 1.516, O137 1.431, H138 1.092, H139 1.088
132 C -4.806 -6.372 4.614  C131 1.516, O133 1.431, H140 1.088, H141 1.093
133 O -3.514 -6.705 5.128  C132 1.431, S134 1.610
134 S -2.384 -6.025 4.204  O133 1.610, O135 1.422, O136 1.419, O137 1.613
135 O -1.974 -4.810 4.821  S134 1.422
136 O -1.463 -7.028 3.803  S134 1.419
137 O -3.328 -5.657 2.949  C131 1.431, S134 1.613
138 H -4.581 -7.256 2.648  C131 1.092
139 H -5.383 -5.667 2.637  C131 1.088
140 H -5.535 -7.132 4.887  C132 1.088
141 H -5.105 -5.412 5.042  C132 1.093

The frontier orbital gap comes out at 7.62 eV. Its total charge is 0. For the HOMO energy, the calculation gives -7.62 eV. The multiplicity is 1. Its total energy is -8194.306868 a.u.



2.
Density functional theory data (wB97M-V/def2-TZVPD) for the ion CH3F3N2P with charge +1 at a distorted geometry.

Last columns: bonded neighbours and bond lengths (Å).
Cartesian coordinates (Å):
1 C -0.068 -0.011 1.087  N2 1.275, N3 1.325, F4 1.267
2 N 0.714 -0.007 0.081  C1 1.275, H8 1.017, H9 0.948
3 N -1.380 0.158 1.010  C1 1.325, P7 1.820, H10 1.087
4 F 0.478 -0.283 2.197  C1 1.267
5 F -2.966 1.310 2.425  P7 1.569
6 F -3.680 -0.691 1.288  P7 1.670
7 P -2.521 -0.194 2.384  N3 1.820, F5 1.569, F6 1.670
8 H 0.252 0.048 -0.823  N2 1.017
9 H 1.655 0.112 0.071  N2 0.948
10 H -1.866 0.083 0.041  N3 1.087

The SMILES is N/C(F)=[NH+]/P(F)F. The frontier orbital gap comes out at 11.99 eV. The relative energy (zero: lowest compared OMol25 entry of this formula, charge and spin) is 5.5 kcal/mol. Its total charge is +1. For the HOMO energy, the calculation gives -16.23 eV. The multiplicity is 1. Its total energy is -790.182933 a.u.